Record 1
# CH35O20

18 unconnected molecules or ions with the total composition CH35O20 at a distorted geometry (wB97M-V/def2-TZVPD, the Open Molecules 2025 dataset).

Geometry as XYZ:
```
56
Properties=species:S:1:pos:R:3:mulliken_charge:R:1
C -0.27 -16.20 -11.60 0.05
O 0.34 -17.20 -12.10 -0.50
O -0.43 -15.06 -12.34 1.59
O -0.82 -16.37 -10.51 -0.33
H -0.14 -14.98 -13.25 -0.11
O 2.74 -15.76 -12.21 -0.71
H 1.96 -16.23 -12.33 0.10
H 2.93 -15.48 -13.11 0.31
O 2.59 -16.78 -15.02 -0.68
H 2.38 -17.54 -14.56 0.32
H 1.87 -16.14 -14.98 0.42
O -1.99 -12.83 -13.28 -0.74
H -1.88 -11.88 -13.34 0.31
H -2.55 -12.99 -14.02 0.26
O -0.67 -18.52 -14.10 -0.67
H -0.16 -18.06 -13.44 0.25
H -0.15 -18.68 -14.85 0.23
O 0.58 -19.89 -11.19 -0.61
H 0.86 -20.05 -10.31 0.34
H 1.05 -19.04 -11.21 0.24
O -2.60 -13.72 -10.88 -0.74
H -2.36 -13.58 -11.82 0.37
H -1.87 -14.18 -10.45 0.45
O 0.50 -14.96 -14.88 -0.86
H 0.84 -14.08 -15.01 0.26
H -0.02 -15.09 -15.66 0.32
O -2.45 -18.77 -11.59 -0.73
H -1.50 -18.60 -11.58 0.28
H -2.88 -17.93 -11.82 0.49
O 1.98 -17.21 -9.47 -0.58
H 2.93 -17.24 -9.58 0.26
H 1.56 -17.21 -10.32 0.11
O 0.33 -14.34 -9.14 -0.75
H -0.02 -15.13 -9.62 0.37
H 0.02 -14.47 -8.23 0.26
O -3.50 -16.45 -12.24 -0.80
H -3.49 -16.45 -13.20 0.45
H -2.93 -15.74 -11.97 0.26
O -2.56 -16.66 -14.66 -0.81
H -1.80 -16.10 -14.77 0.21
H -2.16 -17.50 -14.37 0.46
O 1.05 -12.36 -11.20 -0.75
H 1.01 -13.21 -10.72 0.32
H 0.21 -11.91 -11.00 0.30
O -3.00 -16.51 -8.91 -0.68
H -3.77 -16.13 -9.28 0.33
H -2.44 -16.62 -9.67 0.38
O 0.02 -12.03 -15.04 -0.73
H -0.58 -12.58 -14.52 0.37
H 0.79 -11.99 -14.56 0.38
O -0.51 -18.27 -8.67 -0.73
H -0.13 -17.75 -9.39 0.19
H -0.96 -17.63 -8.14 0.29
O 2.19 -12.72 -13.67 -0.72
H 1.67 -12.79 -12.88 0.45
H 2.92 -13.35 -13.73 0.27
```

Summary:
**Largest force on an atom**: 3.73 eV Å⁻¹
**ΔE to the lowest compared entry with this formula, charge and spin**: 0.700 eV
**HOMO energy**: -6.52 eV
**E_tot**: -1564.03524 hartree
**Gap between HOMO and LUMO**: 8.3144 eV
**Charge**: -1
**LUMO**: 0.0658 Eh

---

Record 2
# C24H31F18NiO13

A molecular structure, C24H31F18NiO13 at a distorted geometry (wB97M-V/def2-TZVPD, the Open Molecules 2025 dataset).

Geometry as XYZ:
```
87
Properties=species:S:1:pos:R:3:lowdin_spin:R:1
Ni -0.21 1.57 0.74 1.79
O 0.28 -0.22 0.32 0.12
H 0.40 -1.00 -0.21 0.01
C 2.34 4.78 2.77 0.00
C 3.06 4.44 1.48 0.00
O 3.70 3.15 1.53 0.00
C 2.97 2.07 1.52 0.00
O 1.77 2.06 1.48 0.02
C 3.80 0.81 1.75 0.00
F 3.48 0.22 2.89 0.00
F 3.59 -0.04 0.72 0.00
F 5.11 1.10 1.72 0.00
H 2.22 5.87 2.79 0.00
H 2.88 4.45 3.65 0.00
H 1.35 4.33 2.81 0.00
H 3.88 5.14 1.34 0.00
H 2.37 4.50 0.63 0.00
C -3.86 0.55 3.15 0.00
C -3.87 1.93 2.48 0.00
O -4.31 1.85 1.12 0.00
C -3.43 1.52 0.22 0.00
O -2.34 1.04 0.48 0.01
C -3.92 1.61 -1.24 0.00
F -5.06 2.28 -1.31 0.00
F -3.00 2.25 -1.95 0.00
F -4.13 0.38 -1.68 0.00
H -4.89 0.20 3.25 0.00
H -3.42 0.67 4.14 0.00
H -3.34 -0.23 2.60 0.00
H -2.92 2.43 2.67 0.00
H -4.67 2.49 2.97 0.00
C -0.70 -0.49 -4.14 0.00
C -0.25 0.16 -2.84 0.00
O 0.56 1.29 -3.22 0.00
C 0.98 2.12 -2.32 0.00
O 0.53 2.18 -1.20 0.02
C 2.21 2.95 -2.72 0.00
F 3.16 2.78 -1.80 0.00
F 2.69 2.51 -3.88 0.00
F 1.89 4.24 -2.79 0.00
H -1.39 -1.31 -3.92 0.00
H 0.11 -1.04 -4.63 0.00
H -1.07 0.26 -4.83 0.00
H 0.29 -0.47 -2.14 0.00
H -1.12 0.54 -2.29 0.00
C 3.23 -3.36 -0.08 0.00
C 2.25 -2.55 -0.91 0.00
O 2.62 -2.45 -2.28 0.00
C 3.58 -1.63 -2.64 0.00
O 4.26 -0.95 -1.93 0.00
C 3.73 -1.57 -4.19 0.00
F 2.88 -0.66 -4.69 0.00
F 4.97 -1.17 -4.49 0.00
F 3.52 -2.77 -4.73 0.00
H 4.27 -3.09 -0.26 0.00
H 3.23 -4.43 -0.33 0.00
H 2.90 -3.35 0.96 0.00
H 2.08 -1.57 -0.45 0.00
H 1.31 -3.09 -0.86 0.00
C 0.86 -3.07 3.55 0.00
C 0.48 -1.74 2.95 0.00
O 0.37 -0.80 4.05 0.00
C 0.19 0.46 3.82 0.00
O -0.24 0.93 2.80 0.02
C 0.47 1.34 5.06 0.00
F -0.57 1.35 5.88 0.00
F 1.54 0.91 5.70 0.00
F 0.68 2.59 4.65 0.00
H 1.79 -2.99 4.11 0.00
H 0.98 -3.84 2.79 0.00
H 0.09 -3.46 4.22 0.00
H -0.53 -1.81 2.55 0.00
H 1.25 -1.41 2.26 0.00
C -1.91 -2.45 -0.44 0.00
C -3.16 -3.02 -1.14 0.00
O -3.46 -2.30 -2.31 0.00
C -4.58 -2.64 -2.96 0.00
O -5.33 -3.49 -2.60 0.00
C -4.82 -1.70 -4.15 0.00
F -5.97 -1.02 -3.91 0.00
F -3.84 -0.84 -4.37 0.00
F -5.05 -2.45 -5.24 0.00
H -1.95 -2.56 0.64 0.00
H -1.97 -1.36 -0.51 0.00
H -1.00 -2.81 -0.91 0.00
H -3.92 -3.01 -0.36 0.00
H -2.94 -4.08 -1.32 0.00
```

Summary:
**Largest force on an atom**: 2.73 eV Å⁻¹
**ΔE to the lowest compared entry with this formula, charge and spin**: 0.087 eV
**HOMO energy (alpha / beta)**: -12.56 / -12.39 eV
**E_tot**: -5216.96635 hartree
**Gap between HOMO and LUMO (alpha / beta)**: 9.3986 / 8.2055 eV
**2S+1**: 3
**Charge**: +1
**Expectation value of S²**: 2.004
**LUMO (alpha / beta)**: -0.1160 / -0.1537 Eh

---

Record 3
# C30H18F6N9O10PtS2

A molecular structure, C30H18F6N9O10PtS2 (wB97M-V/def2-TZVPD, the Open Molecules 2025 dataset).

Geometry as XYZ:
```
76
Properties=species:S:1:pos:R:3:mulliken_charge:R:1
Pt -0.06 -0.02 -0.16 1.56
N -1.09 -3.86 -1.87 0.07
C -1.02 -3.17 -0.73 -0.60
N -0.68 -1.93 -1.01 -0.15
C -0.58 -1.91 -2.36 -0.18
N -0.81 -3.07 -2.93 -0.69
C -0.40 -0.62 -3.01 0.83
C -0.43 -0.44 -4.38 -0.73
N -0.48 0.77 -4.93 -0.58
C -0.54 1.79 -4.10 -0.92
C -0.48 1.64 -2.71 0.17
N -0.38 0.44 -2.16 0.91
H -1.36 -4.82 -2.02 0.20
H -1.28 -3.57 0.24 0.65
H -0.44 -1.30 -5.04 0.52
H -0.65 2.78 -4.52 0.51
H -0.54 2.48 -2.05 -0.06
C -0.36 4.17 0.77 -0.69
C -0.98 4.03 2.00 -1.17
C -0.95 2.80 2.63 -0.82
C -0.37 1.72 1.98 0.28
C 0.11 1.80 0.64 1.01
C 0.17 3.07 0.10 -0.45
C -0.05 0.46 2.63 0.80
C -0.01 0.25 4.01 -1.17
C 0.63 -0.85 4.51 -1.27
C 1.25 -1.74 3.62 1.32
C 2.17 -2.76 4.12 -0.61
C 2.96 -3.49 3.33 -1.30
C 2.83 -3.39 1.86 0.33
C 1.67 -2.55 1.31 -0.25
C 1.07 -1.54 2.27 0.11
N 0.40 -0.49 1.78 -0.26
H -0.31 5.14 0.30 0.54
H -1.45 4.88 2.47 0.42
H -1.38 2.69 3.62 0.43
H 0.64 3.24 -0.86 0.67
H -0.42 1.00 4.67 0.41
H 0.73 -1.00 5.57 0.46
H 2.25 -2.87 5.19 0.44
H 3.70 -4.17 3.72 0.50
H 2.86 -4.37 1.39 0.49
H 0.90 -3.18 0.87 0.21
O 4.03 -2.65 1.26 -0.33
C 3.58 -1.87 0.35 0.63
O 2.30 -1.86 0.19 -0.05
C 4.39 -1.01 -0.47 0.21
C 5.77 -1.21 -0.58 -0.71
C 6.47 -0.36 -1.41 -0.35
C 5.86 0.67 -2.11 -0.58
C 4.50 0.84 -1.95 -0.13
C 3.73 0.02 -1.15 -0.11
N 3.82 1.94 -2.68 1.00
O 4.44 2.47 -3.56 -0.57
O 2.68 2.19 -2.34 -0.53
N 7.93 -0.57 -1.58 1.05
O 8.51 0.20 -2.30 -0.59
O 8.41 -1.51 -0.98 -0.60
H 6.29 -1.99 -0.05 0.66
H 6.43 1.31 -2.76 0.65
H 2.66 0.19 -1.04 0.40
F -3.91 0.03 -2.65 -0.19
C -4.68 0.41 -1.63 0.50
F -5.10 -0.69 -0.99 -0.23
F -5.73 1.06 -2.10 -0.17
S -3.69 1.42 -0.43 0.80
O -2.63 0.49 -0.10 -0.51
O -4.59 1.81 0.60 -0.68
N -3.01 2.59 -1.23 -0.11
S -3.68 3.58 -2.26 0.83
O -5.04 3.93 -1.98 -0.61
O -3.28 3.27 -3.60 -0.62
C -2.70 5.08 -1.83 0.67
F -3.03 6.07 -2.65 -0.22
F -1.37 4.85 -1.97 -0.21
F -2.91 5.46 -0.57 -0.23
```

Summary:
**Largest force on an atom**: 0.72 eV Å⁻¹
**ΔE to the lowest compared entry with this formula, charge and spin**: 2.356 eV
**HOMO energy**: -11.00 eV
**E_tot**: -3913.67137 hartree
**Gap between HOMO and LUMO**: 5.7639 eV
**Charge**: +1
**LUMO**: -0.1925 Eh